[1]
9
Properties=species:S:1:pos:R:3 method="wB97M-V/def2-TZVPD" orbital_gap_ev="9.421 / 8.095" energy_ev=-43205.39701
C -1.6907 0.4014 0.1101
C 1.7767 -0.6094 0.1291
N -1.2722 0.9041 -1.1360
O -0.3374 0.6749 -0.2099
Cl 1.4176 -2.2670 0.2920
Cl 2.3316 -0.0696 -1.3857
Cl 2.0313 0.3267 1.4645
H -2.2093 1.1748 0.6363
H -2.0475 -0.5359 0.0997

[2]
12
Properties=species:S:1:pos:R:3 method="wB97M-V/def2-TZVPD" orbital_gap_ev="7.635 / 7.633" energy_ev=-58137.24291
C 0.3667 -0.4804 2.0036
C 1.0788 -0.3978 -1.0113
N 0.1996 -1.6376 2.2052
O 0.5375 0.6632 2.0275
O -0.3881 1.9010 -0.4967
O -1.4477 -0.2688 0.0441
S -0.6813 0.4196 -0.9413
Cl 1.6732 0.6343 -2.3172
Cl 0.8809 -1.9769 -1.4582
Cl -1.8026 1.3115 -2.4534
H -0.4211 2.4263 0.3838
H 0.0040 -2.5945 2.0140

[3]
10
Properties=species:S:1:pos:R:3 method="wB97M-V/def2-TZVPD" charge=-1 orbital_gap_ev=7.643 energy_ev=-54605.32897
C -1.0651 -0.0555 -0.4661
C -0.0669 0.5867 0.5128
O 1.7006 -1.4519 1.5885
O -0.3274 0.9895 1.6310
S 1.7622 -0.4140 0.5516
Cl -2.6222 0.6827 -0.1183
Cl 1.8324 -1.3072 -1.2829
Cl 0.8219 1.9557 -0.5568
H -0.8635 0.2151 -1.4528
H -1.1721 -1.2010 -0.4069

Energy relative to the best compared isomer or geometry (same formula, charge and spin), respectively: 128.3; 82.2; 5.1 kcal per mole.
Largest force on an atom, respectively: 0.070; 0.060; 0.045 hartree/bohr.